1.
# C3H8N2

An isolated molecule of C3H8N2 at a distorted geometry (wB97M-V/def2-TZVPD, OMol25).

The geometry in ORCA input format:
```
! wB97M-V def2-TZVPD RIJCOSX def2/J DEFGRID3
* xyz 0 1
C 1.504 0.376 1.771
C 0.116 0.547 1.186
C 0.017 0.256 -0.258
N -0.892 -0.557 -0.685
N -1.042 -0.628 -2.071
H 1.556 0.749 2.790
H 2.206 0.990 1.235
H 1.762 -0.691 1.787
H -0.619 -0.033 1.765
H -0.142 1.572 1.291
H 0.702 0.802 -0.948
H -0.143 -0.645 -2.595
H -1.605 -1.514 -2.228
*
```

M: 72.1 g/mol
ΔE to the lowest compared entry with this formula, charge and spin: 214.5 kJ/mol
SMILES: CC/C=N/N
Electronic energy: -228.5669 hartree

Atomic partial charges in e from the natural (NBO) method, atoms 1 to 8: atom 1 (C): -0.597, atom 2 (C): -0.447, atom 3 (C): 0.044, atom 4 (N): -0.242, atom 5 (N): -0.660, atom 6 (H): 0.210, atom 7 (H): 0.201, atom 8 (H): 0.207

2.
# C14H17MnNO

A structure of composition C14H17MnNO at a distorted geometry (wB97M-V/def2-TZVPD, OMol25).

The geometry in ORCA input format:
```
! wB97M-V def2-TZVPD RIJCOSX def2/J DEFGRID3
* xyz 1 5
Mn 0.141 -0.600 0.330
C -0.483 2.746 1.330
C 0.460 1.576 1.350
C 1.486 1.461 0.387
C 2.425 0.408 0.440
C 3.579 0.357 -0.521
C 2.313 -0.544 1.473
C 1.279 -0.478 2.429
C 1.210 -1.475 3.551
C 0.361 0.594 2.360
H -1.372 2.506 0.745
H -0.007 3.617 0.887
H -0.806 2.992 2.337
H 1.632 2.261 -0.328
H 3.334 -0.269 -1.381
H 4.459 -0.065 -0.041
H 3.823 1.352 -0.888
H 3.100 -1.277 1.597
H 0.557 -2.307 3.277
H 0.806 -1.015 4.449
H 2.196 -1.878 3.769
H -0.382 0.709 3.140
O -1.774 -0.824 -0.035
N -2.145 -0.857 -1.286
C -2.288 0.299 -1.972
C -2.630 0.285 -3.301
C -2.869 -0.927 -3.939
C -2.775 -2.099 -3.194
C -2.432 -2.042 -1.866
H -2.072 1.202 -1.416
H -2.704 1.219 -3.831
H -3.128 -0.960 -4.985
H -2.965 -3.059 -3.641
H -2.330 -2.906 -1.226
*
```

Expectation value of S²: 6.143
M: 270.2 g/mol
Electronic energy: -1824.3761 hartree

Atomic partial charges in e from the natural (NBO) method, atoms 1 to 8: atom 1 (Mn): 1.024, atom 2 (C): -0.632, atom 3 (C): -0.029, atom 4 (C): -0.278, atom 5 (C): -0.065, atom 6 (C): -0.632, atom 7 (C): -0.282, atom 8 (C): -0.063

3.
# C5H11NOS

A structure of composition C5H11NOS at a distorted geometry (wB97M-V/def2-TZVPD, OMol25).

The geometry in ORCA input format:
```
! wB97M-V def2-TZVPD RIJCOSX def2/J DEFGRID3
* xyz 0 1
C -1.646 0.498 1.149
C -1.473 -0.146 -0.191
C 0.649 -0.938 -0.859
C 1.788 -0.765 0.113
C -0.211 0.349 -1.060
H -2.266 1.415 1.014
H -0.719 0.830 1.735
H -2.287 -0.257 1.750
H -2.410 -0.195 -0.754
H 1.078 -1.383 -1.760
H 2.639 -0.122 -0.413
H 2.106 -1.821 0.324
H 0.798 -0.873 1.764
H -0.628 0.384 -2.107
H 1.011 1.419 0.183
H 0.639 2.103 -1.469
N 0.287 1.571 -0.614
O 1.456 -0.239 1.352
S -0.810 -1.830 -0.158
*
```

M: 133.2 g/mol
ΔE to the lowest compared entry with this formula, charge and spin: 214.0 kJ/mol
Electronic energy: -725.2434 hartree

Atomic partial charges in e from the natural (NBO) method, atoms 1 to 8: atom 1 (C): -0.647, atom 2 (C): -0.326, atom 3 (C): -0.354, atom 4 (C): -0.093, atom 5 (C): -0.052, atom 6 (H): 0.222, atom 7 (H): 0.233, atom 8 (H): 0.213

4.
# C14H15FN2O2S

An isolated molecule of C14H15FN2O2S at a distorted geometry (wB97M-V/def2-TZVPD, OMol25).

The geometry in ORCA input format:
```
! wB97M-V def2-TZVPD RIJCOSX def2/J DEFGRID3
* xyz 0 1
C 1.935 2.651 -1.059
N 1.446 1.291 -1.017
C 0.933 0.793 -2.281
C 0.025 -0.417 -2.091
C -1.097 -0.237 -1.107
C -1.626 1.003 -0.763
C -2.676 1.057 0.138
C -3.177 -0.124 0.661
C -2.588 -1.309 0.252
N -1.580 -1.366 -0.599
S 2.426 0.189 -0.200
O 3.333 0.928 0.630
O 2.969 -0.785 -1.104
C 1.253 -0.614 0.891
C 1.163 -1.991 0.928
C 0.274 -2.594 1.800
C -0.501 -1.786 2.613
F -1.380 -2.361 3.455
C -0.411 -0.404 2.592
C 0.484 0.184 1.716
H 1.090 3.340 -1.102
H 2.590 2.830 -1.918
H 2.501 2.824 -0.147
H 0.386 1.609 -2.761
H 1.764 0.503 -2.939
H 0.619 -1.274 -1.774
H -0.410 -0.672 -3.062
H -1.228 1.910 -1.186
H -3.103 2.009 0.422
H -3.996 -0.126 1.362
H -2.937 -2.265 0.621
H 1.789 -2.573 0.271
H 0.171 -3.666 1.851
H -1.033 0.185 3.247
H 0.593 1.255 1.662
*
```

M: 294.4 g/mol
ΔE to the lowest compared entry with this formula, charge and spin: 113.3 kJ/mol
SMILES: CN(CCc1ccccn1)S(=O)(=O)c1ccc(F)cc1
Electronic energy: -1300.5155 hartree

Atomic partial charges in e from the natural (NBO) method, atoms 1 to 8: atom 1 (C): -0.416, atom 2 (N): -0.689, atom 3 (C): -0.224, atom 4 (C): -0.465, atom 5 (C): 0.240, atom 6 (C): -0.265, atom 7 (C): -0.166, atom 8 (C): -0.274

5.
# C6H12O

A cluster of 2 separate species, C6H12O in total (wB97M-V/def2-TZVPD, OMol25).

The geometry in ORCA input format:
```
! wB97M-V def2-TZVPD RIJCOSX def2/J DEFGRID3
* xyz 0 1
C -0.012 -2.370 0.377
C 0.838 -1.345 0.376
C 1.731 -0.977 -0.774
O 0.993 -0.591 1.509
H -0.093 -3.022 -0.485
H -0.613 -2.586 1.254
H 1.627 0.086 -1.023
H 1.492 -1.561 -1.666
H 2.781 -1.151 -0.512
H 1.172 0.321 1.238
C 0.085 2.172 -0.207
C -0.973 1.691 0.445
C -2.062 0.864 -0.174
H 0.830 2.792 0.286
H 0.231 1.977 -1.268
H -1.088 1.917 1.506
H -2.985 1.451 -0.253
H -1.785 0.522 -1.176
H -2.284 -0.016 0.439
*
```

M: 100.2 g/mol
ΔE to the lowest compared entry with this formula, charge and spin: 152.3 kJ/mol
SMILES: C=C(C)O.C=CC
Electronic energy: -311.0013 hartree

Atomic partial charges in e from the natural (NBO) method, atoms 1 to 8: atom 1 (C): -0.512, atom 2 (C): 0.324, atom 3 (C): -0.676, atom 4 (O): -0.695, atom 5 (H): 0.202, atom 6 (H): 0.209, atom 7 (H): 0.215, atom 8 (H): 0.225

6.
# C5H14NO

A cluster of 2 separate species, C5H14NO in total (wB97M-V/def2-TZVPD, OMol25).

The geometry in ORCA input format:
```
! wB97M-V def2-TZVPD RIJCOSX def2/J DEFGRID3
* xyz -1 1
C 0.263 -1.532 -0.766
O 0.512 -0.296 -0.260
C 0.222 -1.534 -2.306
C -0.890 -0.635 -2.829
H -0.722 -1.946 -0.421
H 1.015 -2.285 -0.443
H 0.114 -2.551 -2.711
H 1.185 -1.142 -2.650
H -0.884 -0.563 -3.922
H -0.793 0.351 -2.376
H -1.884 -1.004 -2.552
C -0.937 1.115 2.295
C 0.554 1.265 2.540
N 1.173 1.943 1.398
H -1.079 0.488 1.415
H -1.434 0.656 3.158
H -1.383 2.096 2.124
H 0.715 1.877 3.437
H 0.997 0.277 2.728
H 2.160 2.109 1.562
H 1.096 1.313 0.578
*
```

M: 104.2 g/mol
ΔE to the lowest compared entry with this formula, charge and spin: 11.4 kJ/mol
Electronic energy: -328.8894 hartree

Atomic partial charges in e from the natural (NBO) method, atoms 1 to 8: atom 1 (C): -0.009, atom 2 (O): -0.998, atom 3 (C): -0.422, atom 4 (C): -0.613, atom 5 (H): 0.069, atom 6 (H): 0.083, atom 7 (H): 0.156, atom 8 (H): 0.179